[1]
Computed, not measured: a 2-piece molecular cluster, C3H12N overall in a non-equilibrium geometry, with ωB97M-V/def2-TZVPD.

The LUMO energy (spin up / spin down) comes out at -0.2913 / -0.5078 Eh. As for the energy above the lowest of the compared OMol25 structures with the same formula, charge and spin: 0.0 kcal/mol. The spin multiplicity is 2. The net charge is +2. The expectation value of S² is 0.7528. As for the HOMO-LUMO gap (spin up / spin down): 13.22 / 7.35 eV.

Positions of all 16 atoms, in Å:
N -0.248 -0.094 3.332
H -0.186 -1.113 3.383
H -0.407 0.289 2.399
H -0.995 0.288 3.918
H 0.668 0.324 3.544
C 0.750 1.141 -1.339
C 0.416 -0.352 -1.063
C -0.889 -0.697 -1.805
H 0.999 1.381 -2.382
H 1.686 1.355 -0.791
H -0.114 1.737 -1.042
H 0.383 -0.654 -0.007
H 1.340 -0.873 -1.394
H -0.676 -1.772 -2.016
H -1.767 -0.401 -1.257
H -0.989 -0.089 -2.702

How positive or negative is each atom? The Löwdin charges in e answer that: number 1, N, carries 0.338; number 2, H, carries 0.170; number 3, H, carries 0.141; number 4, H, carries 0.174; number 5, H, carries 0.173; number 6, C, carries 0.041; number 7, C, carries -0.160; number 8, C, carries 0.043; number 9, H, carries 0.135; number 10, H, carries 0.148; number 11, H, carries 0.116; number 12, H, carries 0.119; number 13, H, carries 0.165; number 14, H, carries 0.180; number 15, H, carries 0.107; number 16, H, carries 0.111

---

[2]
Computed, not measured: a 3-piece molecular cluster, C29H50BClN4O9 overall, with ωB97M-V/def2-TZVPD.

The LUMO energy comes out at -0.0387 Eh. The net charge is 0. As for the HOMO-LUMO gap: 7.49 eV.

Positions of all 94 atoms, in Å:
C -0.281 0.469 -0.899
C -0.731 -0.718 -1.704
O -0.604 -0.757 -2.908
N -1.386 -1.758 -1.016
C -1.821 -2.847 -1.895
C -0.730 -2.249 0.159
C 0.651 -2.314 0.181
C 1.306 -2.840 1.280
C 0.582 -3.305 2.375
C -0.809 -3.232 2.342
Cl -1.700 -3.929 3.655
C -1.503 -2.696 1.252
C -3.008 -2.609 1.156
C -3.787 -2.025 2.348
C -3.140 -0.801 2.996
N -2.648 0.215 2.063
C 1.385 -3.866 3.511
O 1.065 -3.789 4.674
C 2.668 -4.500 3.115
C 3.358 -4.098 2.042
C 4.656 -4.699 1.608
B 4.501 -6.245 1.247
O 5.526 -7.139 1.491
O 3.351 -6.683 0.646
C 2.787 -2.958 1.266
O 3.490 -2.188 0.652
H -0.288 0.284 0.172
H 0.738 0.708 -1.193
H -0.951 1.293 -1.148
H -2.507 -3.496 -1.353
H -2.356 -2.432 -2.743
H -0.982 -3.440 -2.264
H 1.242 -1.990 -0.667
H -3.228 -1.983 0.294
H -3.387 -3.603 0.901
H -4.783 -1.761 1.984
H -3.951 -2.802 3.091
H -3.905 -0.332 3.621
H -2.349 -1.113 3.677
H -3.160 0.176 1.193
H -1.665 0.092 1.870
H 3.039 -5.289 3.760
H 5.054 -4.188 0.731
H 5.378 -4.625 2.423
H 5.831 -7.114 2.402
H 3.010 -7.502 1.016
C -4.482 3.818 -6.434
O -5.088 4.300 -5.251
C -6.254 3.589 -4.855
C -6.013 2.821 -3.574
N -5.097 1.711 -3.792
C -4.642 1.049 -2.575
C -3.810 1.857 -1.587
O -2.531 2.219 -2.071
C -2.466 3.412 -2.833
H -3.693 4.520 -6.701
H -4.035 2.827 -6.297
H -5.201 3.770 -7.257
H -6.592 2.919 -5.651
H -7.041 4.327 -4.677
H -6.967 2.427 -3.211
H -5.639 3.537 -2.828
H -4.287 2.049 -4.296
H -4.041 0.188 -2.881
H -5.517 0.656 -2.047
H -3.624 1.215 -0.720
H -4.338 2.741 -1.210
H -3.210 4.142 -2.503
H -2.595 3.219 -3.901
H -1.471 3.834 -2.691
C 5.838 4.948 1.880
O 6.118 3.730 1.223
C 6.516 2.672 2.086
C 5.466 1.584 2.137
N 4.268 2.040 2.828
C 3.133 1.128 2.734
C 2.538 0.867 1.356
O 1.892 1.988 0.780
C 2.726 2.875 0.061
H 5.682 5.702 1.110
H 4.935 4.888 2.497
H 6.676 5.261 2.511
H 6.732 3.050 3.090
H 7.438 2.248 1.679
H 5.875 0.721 2.671
H 5.263 1.273 1.103
H 3.993 2.937 2.448
H 2.338 1.534 3.366
H 3.426 0.168 3.171
H 1.758 0.109 1.482
H 3.268 0.441 0.660
H 3.561 2.350 -0.412
H 3.120 3.675 0.695
H 2.118 3.338 -0.717

How positive or negative is each atom? The Löwdin charges in e answer that: number 1, C, carries 0.025; number 2, C, carries -0.486; number 3, O, carries 0.083; number 4, N, carries -0.059; number 5, C, carries -0.025; number 6, C, carries -0.175; number 7, C, carries 0.066; number 8, C, carries -0.079; number 9, C, carries -0.095; number 10, C, carries -0.476; number 11, Cl, carries 0.815; number 12, C, carries -0.148; number 13, C, carries -0.160; number 14, C, carries -0.224; number 15, C, carries -0.278; number 16, N, carries 0.029; number 17, C, carries -0.342; number 18, O, carries 0.088; number 19, C, carries 0.074; number 20, C, carries -0.140; number 21, C, carries -0.011; number 22, B, carries -0.628; number 23, O, carries 0.159; number 24, O, carries 0.178; number 25, C, carries -0.278; number 26, O, carries 0.128; number 27, H, carries 0.059; number 28, H, carries 0.094; number 29, H, carries 0.077; number 30, H, carries 0.083; number 31, H, carries 0.091; number 32, H, carries 0.102; number 33, H, carries 0.147; number 34, H, carries 0.095; number 35, H, carries 0.125; number 36, H, carries 0.109; number 37, H, carries 0.063; number 38, H, carries 0.102; number 39, H, carries 0.095; number 40, H, carries 0.044; number 41, H, carries 0.047; number 42, H, carries 0.140; number 43, H, carries 0.122; number 44, H, carries 0.123; number 45, H, carries 0.103; number 46, H, carries 0.113; number 47, C, carries -0.116; number 48, O, carries -0.195; number 49, C, carries -0.219; number 50, C, carries -0.217; number 51, N, carries -0.047; number 52, C, carries -0.195; number 53, C, carries -0.209; number 54, O, carries -0.216; number 55, C, carries -0.078; number 56, H, carries 0.088; number 57, H, carries 0.081; number 58, H, carries 0.087; number 59, H, carries 0.122; number 60, H, carries 0.121; number 61, H, carries 0.124; number 62, H, carries 0.108; number 63, H, carries 0.073; number 64, H, carries 0.117; number 65, H, carries 0.119; number 66, H, carries 0.103; number 67, H, carries 0.117; number 68, H, carries 0.092; number 69, H, carries 0.077; number 70, H, carries 0.091; number 71, C, carries -0.119; number 72, O, carries -0.195; number 73, C, carries -0.218; number 74, C, carries -0.215; number 75, N, carries -0.047; number 76, C, carries -0.191; number 77, C, carries -0.229; number 78, O, carries -0.196; number 79, C, carries -0.094; number 80, H, carries 0.088; number 81, H, carries 0.080; number 82, H, carries 0.087; number 83, H, carries 0.121; number 84, H, carries 0.121; number 85, H, carries 0.124; number 86, H, carries 0.110; number 87, H, carries 0.071; number 88, H, carries 0.121; number 89, H, carries 0.117; number 90, H, carries 0.105; number 91, H, carries 0.105; number 92, H, carries 0.093; number 93, H, carries 0.073; number 94, H, carries 0.087

---

[3]
Computed, not measured: C7H16N2O2S as an isolated structure in a non-equilibrium geometry, with ωB97M-V/def2-TZVPD.

The LUMO energy comes out at 0.0005 Eh. As for the energy above the lowest of the compared OMol25 structures with the same formula, charge and spin: 123.6 kcal/mol. The net charge is 0. As for the HOMO-LUMO gap: 8.16 eV.

Positions of all 28 atoms, in Å:
C 2.366 0.433 0.589
C -2.501 -2.075 -0.616
C 1.590 0.829 -0.632
C 0.788 2.128 -0.510
C -0.102 2.232 0.732
C -0.952 0.999 1.043
C -1.956 0.636 -0.042
N 1.245 -2.656 -0.294
N 2.569 -0.696 1.089
O 2.287 -1.904 1.002
O 0.663 -1.814 -1.050
S -3.013 -0.754 0.526
H 2.881 1.235 1.108
H -1.433 -1.993 -0.799
H -3.052 -1.984 -1.550
H -2.739 -3.021 -0.138
H 0.930 0.008 -0.911
H 2.308 0.958 -1.451
H 1.462 2.988 -0.519
H 0.162 2.197 -1.402
H -0.764 3.091 0.598
H 0.521 2.434 1.605
H -1.505 1.195 1.965
H -0.307 0.140 1.229
H -2.624 1.470 -0.260
H -1.469 0.308 -0.956
H 0.648 -3.171 0.364
H 1.995 -3.212 -0.723

How positive or negative is each atom? The Löwdin charges in e answer that: number 1, C, carries -0.135; number 2, C, carries -0.413; number 3, C, carries -0.179; number 4, C, carries -0.207; number 5, C, carries -0.214; number 6, C, carries -0.284; number 7, C, carries -0.492; number 8, N, carries -0.035; number 9, N, carries -0.039; number 10, O, carries -0.049; number 11, O, carries -0.173; number 12, S, carries 0.790; number 13, H, carries 0.123; number 14, H, carries -0.010; number 15, H, carries 0.030; number 16, H, carries 0.024; number 17, H, carries 0.063; number 18, H, carries 0.122; number 19, H, carries 0.107; number 20, H, carries 0.108; number 21, H, carries 0.110; number 22, H, carries 0.106; number 23, H, carries 0.104; number 24, H, carries 0.094; number 25, H, carries 0.072; number 26, H, carries 0.069; number 27, H, carries 0.154; number 28, H, carries 0.157

---

[4]
Computed, not measured: one molecule with the formula C2H5Br2OP in a non-equilibrium geometry, with ωB97M-V/def2-TZVPD.

The LUMO energy (spin up / spin down) comes out at 0.0117 / -0.1283 Eh. As for the energy above the lowest of the compared OMol25 structures with the same formula, charge and spin: 32.1 kcal/mol. The spin multiplicity is 3. The net charge is 0. The expectation value of S² is 2.0065. As for the HOMO-LUMO gap (spin up / spin down): 5.57 / 6.67 eV.

Positions of all 11 atoms, in Å:
C -1.260 0.618 1.321
C 0.049 -0.508 -0.442
O -0.667 0.594 -0.013
P 1.038 -0.011 -2.028
Br 2.304 -1.792 -2.206
Br 2.432 1.438 -1.104
H -1.102 1.629 1.701
H -0.647 -0.140 1.872
H -2.296 0.363 1.281
H 0.636 -0.748 0.379
H -0.487 -1.444 -0.762

How positive or negative is each atom? The Löwdin charges in e answer that: number 1, C, carries -0.036; number 2, C, carries -0.541; number 3, O, carries -0.304; number 4, P, carries 0.122; number 5, Br, carries 0.209; number 6, Br, carries 0.156; number 7, H, carries 0.091; number 8, H, carries 0.099; number 9, H, carries 0.074; number 10, H, carries 0.044; number 11, H, carries 0.086

---

[5]
Computed, not measured: C33H32N2NiOSi2 as an isolated structure in a non-equilibrium geometry, with ωB97M-V/def2-TZVPD.

The LUMO energy (spin up / spin down) comes out at -0.0319 / -0.0322 Eh. The spin multiplicity is 3. The net charge is 0. The expectation value of S² is 2.0099. As for the HOMO-LUMO gap (spin up / spin down): 6.36 / 7.23 eV.

Positions of all 71 atoms, in Å:
Ni 1.507 0.181 -0.971
C 1.689 -0.390 3.323
C 1.664 -0.649 1.955
N 1.593 0.305 1.048
C 1.561 1.594 1.457
C 1.625 1.953 2.822
C 1.665 0.917 3.765
C 1.631 3.336 3.168
C 1.539 4.298 2.219
C 1.434 3.969 0.836
C 1.293 4.922 -0.181
C 1.209 4.495 -1.491
C 1.275 3.133 -1.772
N 1.399 2.211 -0.837
C 1.462 2.608 0.457
H 1.713 -1.213 4.019
H 1.683 -1.665 1.584
H 1.663 1.147 4.822
H 1.719 3.598 4.213
H 1.542 5.343 2.494
H 1.244 5.973 0.066
H 1.083 5.200 -2.298
H 1.227 2.777 -2.794
C 4.731 1.174 -0.465
Si 3.690 -0.169 -1.472
C 4.428 -0.002 -3.282
C 4.453 -1.892 -0.915
H 5.793 1.004 -0.605
H 4.523 1.127 0.600
H 4.511 2.183 -0.803
H 5.507 -0.108 -3.224
H 4.217 0.959 -3.736
H 4.056 -0.777 -3.942
H 5.512 -1.896 -1.154
H 3.994 -2.723 -1.438
H 4.351 -2.067 0.150
O -0.238 -0.678 -1.334
Si -1.635 -1.114 -0.776
C -1.496 -1.416 1.114
C -1.555 -0.354 2.006
C -1.391 -0.553 3.365
C -1.162 -1.829 3.854
C -1.108 -2.898 2.978
C -1.277 -2.688 1.620
C -2.264 -2.704 -1.607
C -3.436 -3.338 -1.214
C -3.890 -4.473 -1.863
C -3.173 -4.998 -2.925
C -1.994 -4.390 -3.322
C -1.550 -3.257 -2.664
C -3.053 0.178 -0.829
C -3.088 1.226 -1.740
C -4.146 2.122 -1.765
C -5.191 1.988 -0.868
C -5.156 0.971 0.071
C -4.101 0.077 0.081
H -1.726 0.646 1.633
H -1.438 0.287 4.044
H -1.017 -1.986 4.914
H -0.948 -3.901 3.351
H -1.248 -3.526 0.938
H -4.007 -2.943 -0.384
H -4.807 -4.950 -1.546
H -3.529 -5.880 -3.437
H -1.429 -4.799 -4.149
H -0.628 -2.783 -2.968
H -2.275 1.339 -2.443
H -4.161 2.928 -2.487
H -6.030 2.672 -0.896
H -5.952 0.875 0.798
H -4.090 -0.708 0.825

How positive or negative is each atom? The Löwdin charges in e answer that: number 1, Ni, carries 0.481; number 2, C, carries -0.033; number 3, C, carries -0.085; number 4, N, carries 0.059; number 5, C, carries -0.135; number 6, C, carries -0.133; number 7, C, carries 0.009; number 8, C, carries -0.010; number 9, C, carries -0.012; number 10, C, carries -0.134; number 11, C, carries 0.012; number 12, C, carries -0.027; number 13, C, carries -0.085; number 14, N, carries 0.051; number 15, C, carries -0.128; number 16, H, carries 0.115; number 17, H, carries 0.132; number 18, H, carries 0.124; number 19, H, carries 0.119; number 20, H, carries 0.117; number 21, H, carries 0.122; number 22, H, carries 0.110; number 23, H, carries 0.127; number 24, C, carries -0.242; number 25, Si, carries 0.527; number 26, C, carries -0.250; number 27, C, carries -0.245; number 28, H, carries 0.009; number 29, H, carries -0.004; number 30, H, carries -0.001; number 31, H, carries 0.010; number 32, H, carries -0.003; number 33, H, carries 0.004; number 34, H, carries 0.010; number 35, H, carries 0.006; number 36, H, carries -0.005; number 37, O, carries -0.375; number 38, Si, carries 0.456; number 39, C, carries -0.229; number 40, C, carries -0.117; number 41, C, carries -0.109; number 42, C, carries -0.114; number 43, C, carries -0.089; number 44, C, carries -0.094; number 45, C, carries -0.222; number 46, C, carries -0.101; number 47, C, carries -0.094; number 48, C, carries -0.100; number 49, C, carries -0.093; number 50, C, carries -0.096; number 51, C, carries -0.218; number 52, C, carries -0.097; number 53, C, carries -0.099; number 54, C, carries -0.102; number 55, C, carries -0.090; number 56, C, carries -0.115; number 57, H, carries 0.108; number 58, H, carries 0.104; number 59, H, carries 0.101; number 60, H, carries 0.101; number 61, H, carries 0.102; number 62, H, carries 0.097; number 63, H, carries 0.098; number 64, H, carries 0.097; number 65, H, carries 0.099; number 66, H, carries 0.094; number 67, H, carries 0.095; number 68, H, carries 0.097; number 69, H, carries 0.098; number 70, H, carries 0.100; number 71, H, carries 0.096

---

[6]
Computed, not measured: one molecule with the formula C4H8N2O in a non-equilibrium geometry, with ωB97M-V/def2-TZVPD.

The LUMO energy comes out at 0.0338 Eh. As for the energy above the lowest of the compared OMol25 structures with the same formula, charge and spin: 131.4 kcal/mol. The net charge is 0. As for the HOMO-LUMO gap: 8.47 eV.

Positions of all 15 atoms, in Å:
C 0.055 0.748 -0.412
C -0.139 2.111 0.198
N 1.324 -1.372 0.459
C 0.276 -0.474 0.315
C -1.052 -0.423 0.262
N -2.051 -1.304 0.039
O 2.407 -1.147 -0.455
H 3.098 -0.760 0.097
H 1.051 -2.344 0.347
H 0.418 0.764 -1.443
H -2.969 -0.943 -0.163
H -1.857 -2.242 -0.293
H -0.476 2.023 1.229
H 0.799 2.675 0.176
H -0.883 2.687 -0.356

How positive or negative is each atom? The Löwdin charges in e answer that: number 1, C, carries -0.149; number 2, C, carries -0.111; number 3, N, carries -0.017; number 4, C, carries -0.273; number 5, C, carries -0.163; number 6, N, carries 0.062; number 7, O, carries -0.054; number 8, H, carries 0.092; number 9, H, carries 0.125; number 10, H, carries 0.114; number 11, H, carries 0.079; number 12, H, carries 0.087; number 13, H, carries 0.073; number 14, H, carries 0.068; number 15, H, carries 0.068